Entry from the OMol25 dataset: a cluster of 3 separate species, C49H82BN5O6S2 in total at a distorted geometry (wB97M-V/def2-TZVPD).

Summary:
ΔE to the lowest compared entry with this formula, charge and spin: 74.4 kcal/mol
highest occupied orbital energy (spin up / spin down): -8.7 / -8.9 eV
<S²>: 2.0085
spin multiplicity: 3
E_tot: -94219.999 eV
HOMO-LUMO gap (spin up / spin down): 7.98 / 8.13 eV
maximum force: 3.81 eV/Å

The geometry in XYZ format:
```
145
Properties=species:S:1:pos:R:3:forces:R:3:mulliken_spin:R:1
S 3.582 3.395 -7.182 0.84 0.83 0.88 0.000
S 3.018 4.310 1.805 -0.55 -0.74 0.39 0.000
O -1.246 -1.626 4.107 -0.85 0.47 1.07 0.566
O 4.641 5.714 -6.034 1.13 -1.27 0.85 0.000
O -0.429 0.183 -1.614 0.05 0.60 0.12 0.000
O -3.145 -4.331 0.012 -0.95 -0.08 -0.99 0.576
O 3.137 3.638 -1.392 -0.73 0.21 0.04 0.000
O 2.582 6.318 -3.097 -0.52 -0.09 1.08 0.000
N -2.239 -1.866 4.956 2.14 -1.23 -2.62 0.340
N 1.512 7.112 -0.924 1.43 -0.62 -1.01 0.000
N 6.310 4.877 -4.785 -0.62 2.56 -0.10 0.000
N 5.739 3.799 -5.412 -2.57 2.26 -1.68 0.000
N -3.349 -4.381 -1.298 2.34 -0.04 2.67 0.337
C -1.789 4.620 -6.065 -0.98 -1.81 -0.39 0.000
C 1.296 2.108 -5.961 -0.05 0.78 0.09 0.000
C -3.457 -2.214 4.162 -2.13 0.40 -0.07 0.034
C 5.674 5.993 -5.151 0.69 -2.24 0.11 0.000
C 0.914 1.303 0.076 0.05 0.17 0.25 0.002
C 1.968 -0.589 1.581 -0.05 -0.43 0.41 -0.003
C -3.166 4.262 -5.336 -0.01 1.51 -0.40 0.000
C -0.396 -2.513 6.534 0.23 0.22 -0.59 -0.018
C 2.034 3.279 -1.041 -0.95 -0.70 0.51 0.000
C -0.724 -4.814 -2.583 -0.08 0.06 -0.01 -0.021
C 1.656 4.622 3.017 -0.76 0.38 -0.30 0.000
C -1.424 -5.915 -1.795 0.31 0.33 0.05 0.021
C -0.800 5.327 -2.925 0.50 -2.46 1.01 0.000
C -3.282 -2.914 -3.296 -0.17 -0.20 -0.32 0.007
C 1.722 -2.139 1.700 -0.46 -0.33 -0.80 -0.005
C -2.701 -2.935 7.168 -0.33 -0.04 -0.04 0.006
C -0.325 2.630 -1.832 0.01 1.81 -0.77 0.000
C 5.422 0.069 3.886 -0.96 1.43 1.18 0.000
C -4.716 -1.954 5.035 -0.11 -0.02 0.40 0.010
C 4.328 -0.937 4.408 0.87 -0.43 0.49 0.000
C -1.686 -4.290 5.321 -0.18 -0.13 -0.42 0.022
C -1.766 -2.886 5.938 -0.03 -0.42 2.04 0.033
C 2.806 2.509 1.377 0.38 -0.37 -0.46 0.001
C 4.739 4.343 -6.139 0.52 -1.75 0.58 0.000
C -1.830 4.272 -3.073 1.71 0.68 0.84 0.000
C 0.707 3.695 -1.731 -1.40 -0.12 -0.54 0.000
C 4.335 -2.342 2.133 0.22 -1.38 -0.09 0.000
C -3.650 -1.305 2.931 0.81 0.16 -0.07 -0.017
C -2.998 -4.708 4.666 -0.05 0.08 0.04 -0.024
C 4.318 -2.355 3.716 -0.92 0.44 -0.19 0.000
C -1.124 -3.438 -2.054 0.27 -0.47 0.17 0.035
C -3.580 -6.853 -0.920 0.10 0.33 0.57 -0.002
C 0.620 3.521 -6.131 -1.36 -0.84 -0.14 0.000
C 0.481 5.052 -2.255 -1.32 -1.89 -0.08 0.000
C 5.008 1.523 4.429 0.47 0.04 -1.14 0.000
C 0.002 1.232 -1.200 0.49 1.27 0.69 0.000
C -3.146 4.676 -3.809 -0.24 -1.04 0.44 0.000
C 1.864 2.283 0.163 -0.63 0.11 -0.27 -0.001
C -3.446 -3.667 3.644 0.51 -0.35 0.04 0.016
C 1.153 6.107 2.748 -0.17 -0.72 -0.30 0.000
C -1.584 2.931 -2.510 1.45 1.38 0.01 0.000
C 0.681 0.261 1.239 0.18 1.04 -0.10 0.004
C 3.042 -2.970 1.465 0.38 0.61 -0.57 0.001
C -2.835 -1.916 -1.108 -0.16 -0.32 0.65 -0.025
C 2.878 2.095 -6.085 -0.59 -1.28 0.55 0.000
C -2.644 -3.217 -1.912 -0.30 1.59 -1.50 0.028
C -0.959 3.271 -6.150 1.22 0.80 0.77 0.000
C -3.502 -6.001 -3.193 0.06 0.21 -0.25 0.004
C -2.949 -5.737 -1.775 -0.63 -1.54 -1.27 0.034
B 1.586 6.228 -2.106 0.33 -0.41 0.18 0.000
H -3.776 -4.865 5.419 0.05 0.03 0.05 -0.001
H 5.341 1.705 5.480 -0.46 -0.22 -0.81 0.000
H 1.021 -2.414 0.853 0.62 0.20 0.89 0.003
H 2.352 -0.229 2.569 -0.15 -0.28 -0.88 0.001
H 0.408 -2.568 5.797 -0.16 0.13 -0.06 0.005
H -0.698 -2.670 -2.706 -0.25 0.12 0.11 0.001
H -0.888 -4.333 4.571 -0.01 0.22 0.02 0.004
H 3.900 1.701 4.309 1.10 -0.25 0.33 0.000
H 4.540 -1.349 1.666 -0.20 -0.72 0.64 0.000
H -4.483 -1.373 5.930 0.08 -0.11 -0.05 -0.008
H -3.302 -7.033 -3.493 0.03 0.05 0.21 0.000
H -1.026 -5.925 -0.775 -0.21 0.07 0.05 0.003
H -2.622 -3.176 -4.126 -0.06 -0.07 0.02 0.001
H 1.055 1.745 -4.920 0.17 0.27 -1.05 0.000
H -3.372 -7.832 -1.359 0.05 0.21 -0.19 0.000
H 3.345 -2.848 4.017 1.12 0.32 -0.13 0.000
H 0.423 6.050 1.889 0.84 0.27 0.81 0.000
H 2.927 5.420 -3.268 -0.39 0.45 -0.19 0.000
H 6.436 -0.128 4.334 -0.93 -0.20 -0.78 0.000
H -3.997 4.161 -3.272 0.76 0.52 -0.59 0.000
H 4.566 -1.121 5.501 -0.34 0.25 -1.04 0.000
H -4.228 -3.440 -3.436 0.12 -0.07 0.06 -0.009
H 3.293 2.101 -5.042 0.02 0.39 -1.16 0.000
H -3.057 -5.375 -3.963 -0.04 0.07 0.06 0.000
H 0.792 1.396 -6.673 0.74 0.63 0.53 0.000
H -0.243 -0.344 1.054 0.96 0.33 -0.04 -0.002
H -2.804 -1.947 7.620 0.01 0.02 -0.06 -0.005
H 5.162 -2.984 4.109 -0.77 0.67 -0.37 0.000
H -3.894 -1.708 -0.933 0.01 -0.11 0.01 -0.003
H 5.903 7.032 -4.848 -0.37 -0.99 -0.39 0.000
H 0.359 -4.936 -2.492 -0.04 0.04 -0.03 0.001
H -3.472 3.194 -5.500 0.56 0.90 0.27 0.000
H -3.344 5.778 -3.700 0.49 -1.03 -0.15 0.000
H -2.325 -1.941 -0.143 -0.13 -0.16 -0.03 0.018
H -5.205 -2.879 5.348 0.07 0.03 0.06 0.000
H 5.510 2.284 3.759 -0.45 -0.59 0.91 0.000
H 1.765 6.512 -0.120 -0.75 0.29 -0.18 0.000
H -0.409 -1.506 6.956 -0.03 0.00 -0.07 0.002
H -2.774 -3.741 2.782 -0.01 0.18 0.02 0.016
H -1.238 5.438 -5.531 -0.52 -0.78 -0.65 0.000
H -0.644 -3.306 -1.078 -0.20 0.03 0.06 -0.011
H -1.171 2.648 -5.236 -0.03 0.48 -0.95 0.000
H -2.414 -1.067 -1.650 0.01 -0.30 -0.20 0.000
H -4.612 -1.511 2.455 0.02 -0.15 0.27 0.000
H 5.478 0.174 2.775 0.02 -0.49 0.90 0.000
H 2.789 -0.401 0.835 -0.91 -0.15 0.54 0.000
H -0.126 -3.206 7.334 -0.27 -0.02 -0.06 0.000
H 0.860 4.015 -7.110 0.20 -0.37 1.08 0.000
H -3.698 -3.312 6.949 0.01 0.08 -0.06 0.001
H -1.419 -5.022 6.089 0.04 0.23 0.12 0.001
H -3.529 -1.857 -3.411 0.22 -0.02 0.14 0.000
H 0.609 6.547 3.623 0.60 -0.41 -0.67 0.000
H 2.498 1.915 2.281 0.18 0.73 -0.95 0.000
H 2.287 7.792 -0.956 -0.49 -0.25 -0.06 0.000
H 3.316 -0.434 4.425 1.00 -0.64 -0.36 0.000
H 1.161 -2.431 2.637 0.75 0.53 -0.78 0.009
H 1.953 4.445 4.081 0.00 0.19 -0.99 0.000
H -2.290 -3.601 7.931 0.13 0.05 -0.17 0.000
H -2.067 4.904 -7.121 0.58 0.14 1.12 0.000
H -5.467 -1.363 4.506 0.12 -0.16 -0.16 0.001
H 3.849 2.161 1.112 -1.07 0.38 0.23 0.000
H 0.453 0.897 2.147 0.06 -0.69 -0.92 -0.001
H -4.664 -6.739 -0.859 0.03 0.07 0.01 0.001
H -4.440 -3.939 3.277 0.01 0.28 -0.01 0.000
H 3.167 1.105 -6.541 -0.06 1.10 0.48 0.000
H 0.830 3.909 2.757 0.67 0.59 0.35 0.000
H -3.952 4.890 -5.854 0.56 -0.72 0.77 0.000
H 3.237 -2.940 0.349 -0.20 -0.04 1.08 0.000
H -1.167 -6.886 -2.230 -0.26 -0.01 0.03 0.000
H -3.177 -6.879 0.094 -0.08 0.20 -0.06 0.000
H 2.933 -4.069 1.701 0.01 1.22 0.09 0.000
H 0.862 4.182 -5.252 -0.07 -0.46 -0.98 0.000
H -4.584 -5.858 -3.222 0.02 0.04 0.05 -0.005
H 5.191 -3.013 1.818 -0.80 0.82 0.18 0.000
H -2.890 -1.474 2.165 0.06 0.04 0.19 0.014
H -0.961 6.360 -3.319 -0.10 -1.08 0.38 0.000
H 2.016 6.762 2.449 -0.86 -0.50 0.42 0.000
H -3.632 -0.248 3.208 0.02 -0.05 0.05 -0.001
H -2.355 2.134 -2.611 0.67 0.70 0.11 0.000
H -1.228 2.689 -7.072 0.12 0.50 0.88 0.000
H -2.862 -5.671 4.167 -0.05 0.05 0.00 0.002
H -0.949 -4.895 -3.650 -0.05 -0.03 0.02 0.000
```
Positions in Å, forces in eV/Å.